No. 1
{
  "formula": "C2H4N2O3S",
  "method": "ωB97M-V with the def2-TZVPD basis set",
  "e_lumo_ev": 6.8,
  "smiles": "C=[S@](=O)([O-])/N=C(/N)[O-]",
  "charge": -2,
  "elements": ["C", "O", "O", "C", "H", "H", "N", "O", "H", "N", "H", "S"],
  "positions_angstrom": [[2.0706, 0.8764, 0.0122], [-2.9827, 1.1338, 0.0915], [-0.0817, 2.6097, -1.1455], [-2.1106, 0.2857, -0.1086], [2.3488, 1.2361, -1.0109], [-3.1679, -1.3363, 0.5605], [-0.8231, 0.2965, -0.2122], [-0.1673, 2.2906, 1.3061], [2.4928, 1.6698, 0.6850], [-2.6223, -1.1179, -0.2727], [-1.7983, -1.7147, -0.2850], [0.1170, 1.6674, -0.0108]],
  "atomic_forces_ev_per_a": [[-2.0592, 1.3178, -0.1508], [-0.2789, 0.3969, 0.1682], [0.0952, -0.6618, 0.4204], [-1.4814, -0.7789, 0.0720], [-0.1270, -0.1355, 0.2931], [0.0384, 0.1170, -0.2360], [2.2560, 0.6805, -0.1612], [0.1848, -0.4294, -0.5444], [-0.2734, -0.2206, -0.2329], [0.2352, 0.2439, 0.0706], [-0.1340, 0.0735, 0.1279], [1.5444, -0.6034, 0.1731]],
  "mulliken_charge": [-0.671, -0.734, -0.673, 0.525, 0.071, 0.190, -0.378, -0.663, 0.023, -0.687, 0.310, 0.690]
}



No. 2
{
  "formula": "C8H9NO3S",
  "method": "ωB97M-V with the def2-TZVPD basis set",
  "e_lumo_ev": 0.6,
  "elements": ["C", "H", "H", "O", "O", "H", "C", "H", "C", "H", "O", "C", "H", "N", "H", "C", "C", "H", "C", "H", "C", "S"],
  "positions_angstrom": [[0.8224, -2.9655, 0.9807], [0.8388, 1.5529, -4.4352], [-0.6249, 3.8798, -2.8131], [-1.6559, 1.3432, 2.0080], [-0.0824, 3.5085, 0.5072], [-0.1755, 3.9015, 1.4480], [0.2682, -2.3712, 2.0505], [-0.5509, -0.5736, 2.8337], [-0.1031, -0.3556, 0.7389], [0.9202, -4.0570, 1.1006], [0.8270, 2.2656, -2.2847], [-0.2507, -1.0969, 1.9775], [0.9294, 1.7449, 0.0408], [0.3556, 2.1758, 0.7176], [0.8669, -0.3417, -1.2541], [0.6729, 2.3306, -3.8412], [0.4931, -0.9892, -0.3436], [1.5931, -2.7343, -0.9869], [1.0749, -2.2672, -0.2416], [0.2028, -3.1390, 2.9084], [-0.0301, 2.9982, -3.0053], [-1.0824, 1.1737, 0.7045]],
  "atomic_forces_ev_per_a": [[0.7668, -1.1055, -2.9327], [0.6724, -2.6975, -2.4318], [-0.2478, -0.4007, 0.3242], [-0.9864, 0.1626, 1.7653], [0.2466, 0.6030, 1.1699], [0.4195, -1.2507, -2.1758], [-1.0013, -1.2926, 2.2733], [-0.9819, 0.5570, 0.9675], [-0.9819, -1.9260, 2.1466], [0.7795, 0.6138, -0.5335], [0.8665, -0.8341, 2.0244], [1.4573, 1.0868, -2.1776], [1.1912, 0.7819, -1.7162], [-2.0970, -0.4799, 2.3870], [-1.4083, -1.2728, 1.5461], [-1.1680, 2.4297, 1.5854], [2.6835, 1.3652, -2.0343], [1.1504, -0.8869, -2.0410], [-2.6540, 0.8419, 3.7373], [-0.2955, 2.1120, -0.7669], [-0.1014, 1.4151, -1.4251], [1.6898, 0.1779, -1.6920]],
  "mulliken_charge": [-0.278, 0.336, 0.333, -0.592, -0.423, 0.358, -0.358, 0.473, 0.229, 0.305, -0.363, -0.496, 0.321, -0.306, 0.119, -0.330, 0.123, 0.467, -0.700, 0.212, -0.001, 0.572]
}



No. 3
{
  "formula": "C3H3Br",
  "method": "ωB97M-V with the def2-TZVPD basis set",
  "e_lumo_ev": [-1.0, -1.0],
  "elements": ["H", "H", "H", "Br", "C", "C", "C"],
  "positions_angstrom": [[0.6707, 1.1554, 0.2172], [-1.0228, -1.6963, 1.1626], [1.2971, -0.0701, -3.2005], [-0.0353, -2.0678, -3.1899], [0.1168, 0.2648, 0.6702], [-0.3365, -0.8156, 0.8762], [1.5018, -1.1063, -3.0077]],
  "atomic_forces_ev_per_a": [[-1.2452, -1.7775, 1.2907], [1.8895, 1.9093, -0.6856], [-0.7776, 0.8548, -0.2707], [-0.2946, 0.2198, -0.0898], [2.0588, 2.6619, -1.8206], [-2.6949, -2.7897, 1.1965], [1.0640, -1.0787, 0.3795]],
  "mulliken_charge": [0.313, 0.305, 0.171, 0.049, -0.285, -0.327, -0.226]
}



No. 4
{
  "formula": "C10H9Br2NOPb",
  "method": "ωB97M-V with the def2-TZVPD basis set",
  "e_lumo_ev": [-10.2, -8.5],
  "charge": 2,
  "elements": ["Br", "H", "C", "H", "H", "C", "C", "C", "O", "H", "Br", "C", "C", "H", "H", "H", "C", "H", "H", "Pb", "C", "N", "C", "C"],
  "positions_angstrom": [[0.4224, -2.7969, 4.2871], [-0.4965, 3.1608, -4.7522], [-1.9952, -0.9240, -0.2845], [1.0089, 3.4804, -3.7835], [-0.6531, 3.5701, -3.0233], [1.2662, 0.2249, 0.7760], [-0.0109, 3.0892, -3.7786], [1.9168, -0.8771, 2.8218], [1.5034, 1.0660, -0.1902], [-2.6409, -0.6806, -1.1355], [3.8160, 0.9894, 1.7330], [0.0501, -0.5163, 0.8227], [-2.3274, -1.8471, 0.6901], [2.6425, -1.0208, 3.6005], [-1.7322, -2.8278, 2.5310], [0.1866, 0.7153, -3.6064], [-1.4756, -2.1109, 1.7568], [-3.2722, -2.3639, 0.6000], [0.1357, 1.4224, -3.8865], [-0.2262, 1.5462, -1.4766], [-0.2430, -1.4348, 1.8473], [-0.8106, -0.2868, -0.2200], [0.7363, -1.6017, 2.8762], [2.1988, 0.0242, 1.7949]],
  "atomic_forces_ev_per_a": [[0.2231, 0.5605, -0.6046], [0.1680, -0.4852, -0.0232], [1.1147, 0.4272, 0.0908], [0.0262, -0.4686, 0.1091], [0.2859, -0.2988, -0.3803], [0.6140, 1.4225, -1.5765], [-0.4922, 2.7396, -0.7545], [0.3396, 0.1972, -0.0219], [-0.2907, -0.9437, 0.9838], [0.1580, -0.2137, 0.4008], [-0.7816, -0.5454, 0.1494], [-1.5172, -0.6231, -0.7206], [-0.3587, -0.5351, 0.4531], [0.2298, -0.0018, 0.1992], [-0.1202, 0.0497, -0.1935], [0.1753, -1.3568, -0.0750], [0.0803, 0.2544, -0.2827], [-0.0225, -0.0578, 0.1131], [0.0142, 0.4119, -0.2389], [-0.1849, 0.5249, 0.6272], [-0.5259, 0.2724, -0.7945], [-0.4331, -0.8423, 0.8514], [0.0365, -0.3659, 0.5545], [1.2613, -0.1223, 1.1338]],
  "mulliken_charge": [-0.008, 0.406, -0.086, 0.423, 0.308, 1.291, -1.008, -0.220, -0.785, 0.398, 0.032, 0.167, -0.751, 0.492, 0.380, 0.283, -0.419, 0.427, -0.104, 1.011, 0.938, -0.438, -0.237, -0.500]
}



The calculation returns the following energy relative to the best compared isomer or geometry (same formula, charge and spin) values, one per record and in order: 0.0; 186.7; 102.6; 16.9 kcal per mole.